Model a:
DFT (ωB97M-V with the def2-TZVPD basis set) results for a molecular structure, CH3ClO2PS.

Each line ends with the Löwdin charge.
Element x y z (Å)
C 0.92656 0.17684 0.06668  -0.2671
O -1.52499 -0.16343 -2.03002  -0.5170
O 2.19152 -0.49791 0.37288  -0.2109
P -1.36930 -0.07249 -0.58997  -0.2883
S -1.96233 1.44035 0.44280  0.0324
Cl -2.26332 -1.76370 0.22721  0.0973
H 1.01230 0.63132 -0.91208  0.0121
H 2.24549 -0.57821 1.39693  0.1014
H 0.74406 0.82724 1.02559  0.0401

Properties
Total charge = -1
Frontier orbital gap = 0.2770 Eh
LUMO energy = 3.5251 eV


Model b:
DFT (ωB97M-V with the def2-TZVPD basis set) results for a gas-phase ion, CH3ClO2PS (charge -1).

Each line ends with the Löwdin charge.
Element x y z (Å)
C 1.09152 0.46408 -0.57927  -0.6259
S -0.29438 1.45408 -0.18355  0.5293
P -1.07880 -0.45009 0.46209  -0.1384
O -1.13429 -1.52744 -0.53559  -0.4437
O -0.07726 -0.72917 1.83891  -0.6202
Cl -2.92059 0.00386 1.17357  0.2160
H 1.04813 0.02939 -1.55281  0.0062
H 1.43249 -0.34626 0.19424  0.0703
H 1.93318 1.10156 -0.81760  0.0065

Properties
Total charge = -1
Frontier orbital gap = 0.2840 Eh
LUMO energy = 3.3841 eV
SMILES = CS[P@@](=O)([O-])Cl


So which one wins? Going from most stable to least: model b, model a.


Model a:
DFT (ωB97M-V with the def2-TZVPD basis set) results for a molecular structure, C31H46N9PPt.

Each line ends with the Löwdin charge.
Element x y z (Å)
Pt 0.49713 0.16034 -0.30914  1.0552
N 3.14346 -1.13985 -2.06755  0.1515
C 2.38512 -2.03682 -1.34436  -0.4808
N 2.51060 -3.34378 -1.41797  0.0506
N 1.52952 -3.81596 -0.61758  -0.0658
N 0.85991 -2.85695 -0.09448  -0.0430
N 1.40821 -1.68309 -0.50858  -0.1131
C 2.60034 0.04767 -2.49796  -0.4554
N 3.12085 0.81248 -3.43536  0.0533
N 2.29648 1.87837 -3.50156  -0.0474
N 1.33778 1.76920 -2.66123  -0.0802
N 1.48719 0.59458 -2.00101  -0.1613
H 3.85839 -1.53759 -2.65442  0.1452
C 3.92969 -2.75998 1.79204  -0.0474
C 3.25131 -2.25433 3.07149  -0.3685
C 4.23598 -1.47875 3.94129  -0.0675
C 2.02599 -1.45664 2.69813  -0.1712
C 0.77661 -2.08305 2.64406  -0.0101
C -0.37694 -1.46177 2.23443  -0.1429
C -1.59430 -2.38679 2.25460  -0.3560
C -2.74165 -2.08879 1.30488  -0.0522
C -2.11928 -2.61737 3.67904  -0.0554
C -0.31843 -0.06386 1.85555  -0.2225
C 0.94704 0.60531 2.01865  -0.2378
C 2.09597 -0.13072 2.35815  -0.0050
C 1.05829 2.10611 2.21387  -0.3866
C 0.88575 2.41381 3.70732  -0.0239
C 2.38526 2.67859 1.71735  -0.0722
C -1.56942 0.77101 1.96527  -0.2091
C -2.22858 0.69074 3.19366  -0.0501
C -3.41769 1.35280 3.42839  -0.0507
C -3.96918 2.12695 2.42025  -0.0577
C -3.29923 2.26121 1.21756  -0.0939
C -2.08832 1.60767 0.96412  -0.2701
P -1.14811 1.78426 -0.61528  1.0800
C -0.91840 3.65120 -0.99027  -0.6214
C -2.00552 4.52704 -0.35791  -0.0904
C -0.89329 3.95660 -2.49777  -0.0970
C 0.43004 4.11463 -0.43372  -0.1057
C -2.29180 1.05360 -1.93843  -0.6546
C -3.58824 1.84743 -2.14992  -0.0739
C -2.70363 -0.33921 -1.46516  -0.1152
C -1.56889 0.86721 -3.28012  -0.0944
H 4.81468 -3.34791 2.04101  0.0835
H 4.24368 -1.91595 1.17275  0.0860
H 3.26042 -3.38459 1.20201  0.0551
H 2.90564 -3.12472 3.63742  0.1363
H 4.68756 -0.64797 3.39527  0.0756
H 5.04844 -2.13518 4.25475  0.0807
H 3.75492 -1.07857 4.83543  0.0834
H 0.72655 -3.13762 2.89231  0.1352
H -1.17608 -3.33845 1.91565  0.1280
H -3.22255 -1.12930 1.49768  0.0696
H -3.50167 -2.86408 1.42123  0.0910
H -2.39690 -2.11876 0.27598  0.0564
H -2.73759 -1.78602 4.02016  0.0635
H -1.30699 -2.76016 4.39265  0.0804
H -2.74300 -3.51256 3.69273  0.0832
H 3.03867 0.39243 2.42283  0.1092
H 0.23889 2.58550 1.68484  0.0815
H 1.67614 1.93258 4.28687  0.0891
H -0.07574 2.06691 4.08524  0.0716
H 0.94762 3.49089 3.87454  0.0882
H 3.20636 2.40190 2.37978  0.0789
H 2.34512 3.76738 1.70578  0.0818
H 2.62357 2.33462 0.70969  0.0777
H -1.78548 0.08318 3.97208  0.1200
H -3.90980 1.26474 4.38838  0.1126
H -4.91028 2.63967 2.56931  0.1096
H -3.73931 2.89500 0.46719  0.0775
H -2.99550 4.34420 -0.77404  0.0708
H -1.74887 5.56458 -0.58508  0.0936
H -2.04752 4.42905 0.72636  0.0789
H -1.82638 3.72619 -3.00378  0.0598
H -0.07192 3.45257 -2.99686  0.0473
H -0.73662 5.03380 -2.59167  0.0912
H 0.41977 4.18793 0.65078  0.0622
H 0.62517 5.11813 -0.81936  0.0961
H 1.24270 3.46758 -0.75785  0.0575
H -4.21682 1.83955 -1.26164  0.0696
H -4.15499 1.34792 -2.93936  0.0930
H -3.43442 2.87607 -2.46534  0.0600
H -3.29040 -0.29891 -0.55006  0.0632
H -1.83643 -0.98183 -1.30392  0.0564
H -3.31832 -0.79912 -2.24302  0.1013
H -1.16581 1.78011 -3.70256  0.0543
H -2.29524 0.45667 -3.98649  0.0915
H -0.75379 0.15128 -3.18920  0.0624

Properties
Total charge = 0
Frontier orbital gap = 0.2787 Eh
LUMO energy = -0.6104 eV


Model b:
DFT (ωB97M-V with the def2-TZVPD basis set) results for a molecular structure, C31H46N9PPt.

Each line ends with the Löwdin charge.
Element x y z (Å)
Pt 0.44814 -0.38958 -0.94085  1.0696
N 1.69108 -0.76787 -4.15699  0.1556
C 2.04930 0.37186 -3.48008  -0.4798
N 2.94751 1.22849 -3.91920  0.0455
N 3.03766 2.14654 -2.93674  -0.0646
N 2.24592 1.86664 -1.97048  -0.0468
N 1.54769 0.74224 -2.29925  -0.1085
C 1.08899 -1.83617 -3.55319  -0.4568
N 0.82410 -2.97735 -4.15648  0.0514
N 0.23160 -3.73382 -3.21242  -0.0511
N 0.13162 -3.09447 -2.10867  -0.0743
N 0.68710 -1.86909 -2.27806  -0.1680
H 2.07766 -0.90561 -5.07493  0.1481
C -0.43123 2.93071 -4.26243  -0.0454
C -1.16018 3.62670 -3.10802  -0.3687
C -2.63539 3.85100 -3.43616  -0.0636
C -0.95309 2.83527 -1.83911  -0.1749
C 0.00524 3.24163 -0.90922  -0.0112
C 0.35712 2.50937 0.19970  -0.1412
C 1.47818 3.15529 1.01360  -0.3559
C 2.41545 2.25778 1.80858  -0.0490
C 0.95918 4.31155 1.88130  -0.0542
C -0.34048 1.26795 0.45882  -0.2265
C -1.44331 0.93627 -0.41004  -0.2530
C -1.65044 1.67849 -1.58652  -0.0096
C -2.60745 0.08637 0.05556  -0.3867
C -3.61178 1.00384 0.76573  -0.0232
C -3.30073 -0.66393 -1.07916  -0.0727
C -0.36497 0.73013 1.86309  -0.2113
C -0.78590 1.62433 2.84712  -0.0491
C -0.76729 1.29143 4.18805  -0.0498
C -0.32613 0.03351 4.56538  -0.0579
C 0.02513 -0.88856 3.59466  -0.0903
C -0.01104 -0.57673 2.23205  -0.2669
P 0.36696 -1.78095 0.89041  1.0727
C -0.71326 -3.33804 1.17334  -0.6187
C -1.04451 -3.58138 2.65291  -0.0895
C -0.05897 -4.62044 0.63197  -0.0956
C -2.04369 -3.17436 0.43694  -0.1074
C 2.17573 -2.27030 1.13520  -0.6557
C 2.43575 -3.08394 2.40968  -0.0735
C 2.98673 -0.97898 1.25495  -0.1102
C 2.71584 -3.02636 -0.08669  -0.0906
H -0.55425 3.50051 -5.18484  0.0833
H -0.83714 1.92838 -4.42298  0.0872
H 0.63609 2.83769 -4.05976  0.0586
H -0.69087 4.60311 -2.95790  0.1352
H -3.14294 2.91008 -3.65636  0.0744
H -2.73039 4.48523 -4.31833  0.0805
H -3.15834 4.33370 -2.60915  0.0830
H 0.56039 4.14858 -1.11790  0.1330
H 2.10381 3.60520 0.23847  0.1246
H 1.91416 1.67365 2.57986  0.0685
H 3.15827 2.88541 2.30511  0.0894
H 2.94864 1.58986 1.13792  0.0576
H 0.47179 3.95479 2.78927  0.0624
H 0.25507 4.94057 1.33520  0.0808
H 1.80056 4.93440 2.18942  0.0829
H -2.43539 1.36488 -2.26048  0.1124
H -2.23850 -0.62641 0.78925  0.0830
H -3.98719 1.76108 0.07455  0.0897
H -3.16510 1.51186 1.62052  0.0702
H -4.46016 0.41811 1.12449  0.0887
H -3.90178 0.01354 -1.68785  0.0804
H -3.98102 -1.41241 -0.67248  0.0832
H -2.58611 -1.16894 -1.73059  0.0760
H -1.11635 2.60745 2.53860  0.1190
H -1.08442 2.01081 4.93194  0.1127
H -0.27607 -0.24285 5.61030  0.1096
H 0.32409 -1.87042 3.91883  0.0772
H -0.16505 -3.75386 3.27066  0.0680
H -1.64899 -4.49055 2.69754  0.0933
H -1.63415 -2.77382 3.08401  0.0794
H 0.84093 -4.90545 1.17071  0.0611
H 0.15109 -4.55290 -0.42985  0.0447
H -0.78577 -5.42390 0.77577  0.0915
H -2.67230 -2.41219 0.89459  0.0644
H -2.58462 -4.12081 0.51307  0.0966
H -1.89085 -2.95818 -0.61738  0.0528
H 2.17267 -2.52816 3.30779  0.0689
H 3.51027 -3.27702 2.46233  0.0933
H 1.93490 -4.04757 2.42843  0.0598
H 2.71472 -0.41317 2.14464  0.0667
H 2.86346 -0.34218 0.37754  0.0533
H 4.04520 -1.24166 1.32986  0.1007
H 2.16570 -3.92876 -0.33315  0.0587
H 3.74853 -3.31021 0.13169  0.0929
H 2.72755 -2.38695 -0.96770  0.0599

Properties
Total charge = 0
Frontier orbital gap = 0.2706 Eh
LUMO energy = -0.6970 eV


So which one wins? Going from most stable to least: model a, model b.


Model a:
DFT (ωB97M-V with the def2-TZVPD basis set) results for C5H12O2 in the gas phase.

Each line ends with the Löwdin charge.
Element x y z (Å)
C 0.72293 1.95472 -0.49676  -0.0891
O 0.15821 1.05682 0.44199  -0.2087
C 0.55776 -0.32114 0.30960  -0.3911
C 1.25592 -0.78095 1.59282  -0.0317
C -0.66235 -1.19096 -0.02061  -0.1365
C -1.54688 -0.60873 -1.12054  -0.2691
O -2.22041 0.55294 -0.69271  -0.0712
H 1.74459 2.24791 -0.21915  0.0922
H 0.09495 2.85055 -0.51182  0.0961
H 0.73831 1.52888 -1.50923  0.0918
H 1.25881 -0.38196 -0.53507  0.1407
H 0.55621 -1.28935 2.26590  0.0782
H 1.65805 0.08887 2.11787  0.0828
H 2.07950 -1.46982 1.37848  0.0798
H -1.27924 -1.32854 0.87721  0.1239
H -0.29026 -2.18354 -0.30998  0.1267
H -0.93434 -0.41502 -2.01958  0.1145
H -2.31482 -1.33354 -1.41245  0.1160
H -1.57693 1.02286 -0.13596  0.0545

Properties
Total charge = 0
Frontier orbital gap = 0.3996 Eh
LUMO energy = 1.0457 eV
SMILES = CO[C@@H](C)CCO


Model b:
DFT (ωB97M-V with the def2-TZVPD basis set) results for C5H12O2 in the gas phase.

Each line ends with the Löwdin charge.
Element x y z (Å)
C 2.38342 0.34703 1.43058  -0.1019
C 0.86586 0.38454 1.22493  -0.2090
C 0.41750 -0.09563 -0.15417  -0.3590
O 0.48909 -1.50573 -0.24020  -0.0210
C -1.09202 0.33234 -0.51126  -0.3741
C -1.65243 -0.24608 -1.82962  -0.0430
O -2.01338 0.08131 0.55388  -0.0333
H 2.78256 -0.66570 1.30580  0.0752
H 2.89464 1.00261 0.71526  0.0717
H 2.65330 0.68917 2.43736  0.0699
H 0.37209 -0.24151 1.97949  0.1194
H 0.49677 1.40696 1.35559  0.1136
H 1.03736 0.34808 -0.94648  0.1459
H -0.47404 -1.50850 -0.25383  0.0569
H -1.00005 1.41178 -0.61316  0.1343
H -1.89968 -1.31887 -1.77356  0.0872
H -2.57884 0.27115 -2.12152  0.0873
H -0.93393 -0.12743 -2.64330  0.0875
H -2.72845 -0.50422 0.26732  0.0924

Properties
Total charge = 0
Frontier orbital gap = 0.3987 Eh
LUMO energy = 0.7956 eV
SMILES = CC[C@@H](O)[C@@H](C)O


Model c:
DFT (ωB97M-V with the def2-TZVPD basis set) results for a molecular structure, C5H12O2.

Each line ends with the Löwdin charge.
Element x y z (Å)
C 2.63194 0.38900 -0.90600  -0.1022
O 1.33122 0.55238 -0.82141  -0.1467
C 0.51616 -0.23674 -0.16835  -0.1885
C -0.95527 0.03731 -0.24288  -0.3416
C -1.73212 -1.27160 -0.08509  -0.0696
C -1.39435 1.04741 0.82984  -0.2489
O -0.83546 2.32681 0.64157  -0.0501
H 3.16227 -0.07401 -0.07951  0.0725
H 2.16615 -1.42105 -1.50361  0.0662
H 3.11304 1.13624 -1.52842  0.0705
H 1.46407 -1.71087 -1.28305  0.0810
H 0.93736 -0.80337 0.65966  0.1316
H -1.17925 0.48223 -1.21935  0.1524
H -2.81052 -1.08948 -0.13874  0.0807
H -1.51581 -1.74152 0.88270  0.0843
H -1.46169 -1.98408 -0.87021  0.0802
H -2.47973 1.18248 0.78665  0.1251
H -1.14646 0.63734 1.82520  0.1271
H 0.11476 2.21367 0.52144  0.0759

Properties
Total charge = 0
Frontier orbital gap (alpha / beta) = 0.3005 / 0.2986 Eh
LUMO energy (alpha / beta) = 0.5435 / 0.5322 eV


So which one wins? Going from most stable to least: model a, model b, model c.


Model a:
DFT (ωB97M-V with the def2-TZVPD basis set) results for 2 unconnected molecules or ions with the total composition C5H12O2.

Each line ends with the Löwdin charge.
Element x y z (Å)
C -1.74145 -1.98200 1.00027  -0.0988
C -1.18934 -0.60947 1.36755  -0.2081
C -0.25898 -0.05937 0.27655  -0.3980
O -0.90905 0.03332 -0.96140  -0.0252
C 0.23180 1.30530 0.70377  -0.2054
O -0.07543 2.30659 0.09613  0.0559
H -2.24676 -1.93504 0.03165  0.0749
H -0.93807 -2.72427 0.92964  0.0779
H -2.45896 -2.32883 1.75051  0.0730
H -2.01395 0.10322 1.49944  0.1236
H -0.64274 -0.65479 2.31969  0.1160
H 0.61652 -0.72371 0.18129  0.1543
H -0.98422 0.98569 -1.14762  0.0913
H 0.85741 1.35237 1.61635  0.1392
C 2.33349 1.02851 -1.89414  -0.0433
H 1.43933 0.43275 -2.09955  0.0144
H 2.90862 1.15842 -2.81380  0.0196
H 2.95630 0.52006 -1.15147  0.0236
H 2.03366 2.00663 -1.51074  0.0155

Properties
Total charge = 0
Frontier orbital gap = 0.4148 Eh
LUMO energy = 0.9067 eV
SMILES = CC[C@@H](O)C=O.C


Model b:
DFT (ωB97M-V with the def2-TZVPD basis set) results for 2 unconnected molecules or ions with the total composition C5H12O2.

Each line ends with the Löwdin charge.
Element x y z (Å)
C 1.52623 -0.54175 1.14493  -0.0389
C 0.37862 -1.17184 0.91731  -0.1890
C -1.00552 -0.55635 1.20184  -0.1999
C -1.15693 0.91785 0.74129  -0.1900
C -0.91707 1.19205 -0.77020  -0.2559
O -1.30718 0.11706 -1.59765  -0.0705
H 2.34550 -1.27835 1.28410  0.0781
H 1.56751 0.50240 1.47255  0.0770
H 0.36421 -2.24346 0.73251  0.0925
H -1.14887 -0.58730 2.28963  0.1110
H -1.80959 -1.05908 0.63164  0.0941
H -2.19600 1.22134 0.95225  0.1081
H -0.44148 1.51841 1.30688  0.0988
H 0.16547 1.29812 -0.84963  0.0922
H -1.40741 2.11137 -1.04433  0.1062
H -2.06401 -0.36999 -1.25240  0.0794
O 2.30557 -0.02396 -1.15079  -0.0732
H 1.43060 -0.08063 -1.55551  0.0252
H 2.75209 -0.71506 -1.65655  0.0549

Properties
Total charge = 0
Frontier orbital gap = 0.3584 Eh
LUMO energy = 0.8440 eV
SMILES = C=CCCCO.O


Model c:
DFT (ωB97M-V with the def2-TZVPD basis set) results for 3 unconnected molecules or ions with the total composition C5H12O2.

Each line ends with the Löwdin charge.
Element x y z (Å)
C 0.49823 2.49207 -0.79287  -0.0227
C 0.11074 1.37744 -1.39914  -0.1848
C 0.45086 -0.01220 -0.97698  -0.1405
C -0.40304 -1.01777 -1.17322  -0.1648
C -0.17143 -2.45554 -0.79171  -0.0984
H 0.26215 3.52270 -1.02858  0.0539
H 1.20376 2.49030 0.03548  0.0455
H -0.44192 1.39176 -2.33388  0.1003
H 1.46308 -0.18543 -0.62534  0.1109
H -1.31357 -0.75196 -1.70099  0.1042
H 0.87830 -2.73001 -0.70802  0.0748
H -0.46522 -3.05999 -1.65503  0.0704
H -0.73856 -2.60689 0.12094  0.0541
O -0.54094 -1.45126 2.18326  -0.0561
H -1.18415 -0.79927 2.40022  0.0086
H 0.28157 -1.05954 2.53149  0.0467
O -0.09393 1.47537 2.33253  -0.0515
H -0.58714 1.64426 1.53316  0.0180
H 0.79122 1.73597 2.04868  0.0316

Properties
Total charge = 0
Frontier orbital gap = 0.3601 Eh
LUMO energy = 0.8346 eV
SMILES = C=C/C=C/C.O.O


Model d:
DFT (ωB97M-V with the def2-TZVPD basis set) results for a molecular structure, C5H12O2.

Each line ends with the Löwdin charge.
Element x y z (Å)
C 2.29811 0.14190 1.53080  -0.1087
C 0.88792 0.55160 1.11778  -0.2255
C 0.60649 0.34295 -0.37822  -0.4337
O 0.92188 -0.99868 -0.75587  -0.0492
C -0.78200 0.71197 -0.82177  -0.1198
C -2.10821 -0.58237 -1.68746  -0.0066
O -1.70768 -0.34223 -0.04490  -0.1306
H 2.47327 -0.91341 1.30441  0.0689
H 3.04903 0.72320 0.98237  0.0759
H 2.46404 0.30310 2.60132  0.0681
H 0.14728 -0.02129 1.69481  0.1067
H 0.71772 1.61009 1.35527  0.1109
H 1.28644 0.97817 -0.96190  0.1478
H 0.30358 -1.55799 -0.26476  0.0873
H -1.08200 1.68417 -0.40829  0.0861
H -2.92063 -1.27676 -1.40966  0.0696
H -2.48854 0.21410 -2.31857  0.0622
H -1.29393 -1.10934 -2.17063  0.0710
H -2.43403 0.11350 0.41131  0.1195

Properties
Total charge = 0
Frontier orbital gap = 0.2754 Eh
LUMO energy = 0.5277 eV


So which one wins? Going from most stable to least: model a, model c, model b, model d.